C5H9N2 | ωB97M-V/def2-TZVPD

Computed properties:
energy relative to the best compared isomer or geometry (same formula, charge and spin)	5.616	eV
E_LUMO (spin up / spin down)	-5.5 / -5.4	eV
molar mass	97.141	g mol⁻¹
structure (SMILES)	C=N/C=[NH+]/C(=C)C
net charge	+1
spin multiplicity	1

Positions of all 16 atoms, in Å:
C -0.955 3.300 0.535
N -0.786 2.165 0.065
C -0.063 1.133 -0.292
N -0.318 -0.082 0.225
C 0.238 -1.237 -0.211
C 1.562 -1.074 -1.132
C -0.191 -2.433 0.371
H -0.033 3.747 1.090
H -1.868 3.850 0.701
H 0.754 1.371 -0.935
H -0.998 -0.069 1.008
H 1.722 -0.256 -1.630
H 1.937 -1.980 -1.553
H -1.335 -2.593 0.288
H 0.048 -2.479 1.476
H 0.286 -3.361 -0.005

The molecule's Löwdin atomic charges, reported in e, are given here:
1. C 0.11
2. N 0.09
3. C -0.04
4. N 0.10
5. C -0.32
6. C 0.18
7. C -0.08
8. H 0.15
9. H 0.11
10. H 0.16
11. H 0.20
12. H -0.05
13. H 0.04
14. H 0.13
15. H 0.12
16. H 0.11